Entry 1:
{
  "formula": "C5H15N2",
  "method": "ωB97M-V/def2-TZVPD",
  "homo_energy_ev": -13.8,
  "energy_ev": -8399.356,
  "relative_energy_ev": 3.321,
  "orbital_gap_ev": 10.9,
  "charge": 1,
  "lumo_ha": -0.106,
  "elements": ["H", "H", "H", "H", "C", "H", "C", "H", "H", "H", "C", "N", "N", "C", "H", "H", "H", "H", "H", "H", "C", "H"],
  "positions_angstrom": [[-1.248, -2.171, -0.094], [-0.258, -0.020, 2.276], [-1.198, 0.857, -1.673], [-1.869, -0.467, 1.745], [-1.370, 0.863, -0.574], [-0.591, -1.661, 1.627], [-0.552, -0.084, 0.089], [0.925, -1.034, -0.030], [-1.142, 1.827, -0.235], [-1.793, -1.542, -1.517], [1.435, 0.289, -1.393], [-0.998, -1.649, -0.894], [0.865, -0.028, -0.118], [-0.815, -0.597, 1.487], [1.211, 1.386, -1.651], [2.415, 0.013, -1.396], [2.333, 1.364, 0.741], [0.945, -0.302, -2.100], [1.939, 0.078, 1.783], [0.696, 1.409, 1.323], [1.454, 0.787, 1.020], [-2.386, 0.681, -0.416]]
}

=====

Entry 2:
{
  "formula": "CH5S2",
  "method": "ωB97M-V/def2-TZVPD",
  "homo_energy_ev": -2.5,
  "energy_ev": -22789.013,
  "relative_energy_ev": 0.596,
  "orbital_gap_ev": 6.1,
  "charge": -1,
  "lumo_ha": 0.130,
  "elements": ["H", "H", "S", "C", "H", "S", "H", "H"],
  "positions_angstrom": [[1.145, 1.019, -1.369], [-0.551, 0.383, -0.979], [0.792, 1.212, 0.823], [0.516, 0.441, -0.680], [1.185, 0.235, 1.659], [-1.529, -1.827, 0.851], [-2.321, -0.847, 0.476], [0.762, -0.617, -0.781]]
}